No. 1
A molecular structure, C7H17NO2 at a distorted geometry, computed with ωB97M-V with the def2-TZVPD basis set.

Properties
HOMO energy, Eh: -0.2433
LUMO, Ha: 0.02624
Frontier orbital gap, eV: 7.335
Molar mass, g mol⁻¹: 147.22
Relative energy (zero: lowest compared OMol25 entry of this formula, charge and spin), eV: 4.448

Structure (XYZ):
```
27
Properties=species:S:1:pos:R:3:mulliken_charge:R:1
C 1.679 -0.145 -0.135 1.3235
C -0.984 -0.089 -0.123 1.2693
C -2.318 1.320 0.806 -0.5163
C -0.003 0.511 0.708 -1.4174
C 1.753 -1.616 -0.483 -1.5449
C 2.721 0.271 0.876 -1.6896
C -1.442 -1.500 0.141 -1.8157
N -1.008 0.268 -1.474 -0.4644
O 1.821 0.670 -1.267 -0.6093
O -2.856 2.008 -0.325 -0.5310
H 1.081 0.470 -1.861 0.4445
H -2.323 2.790 -0.515 0.3164
H -1.689 -0.239 -2.023 0.2333
H -1.138 1.274 -1.584 0.2259
H -2.073 2.055 1.582 0.3156
H -3.109 0.669 1.178 0.2927
H 0.203 1.561 0.540 0.4615
H 0.060 0.130 1.718 0.3313
H 1.530 -2.238 0.384 0.2722
H 2.760 -1.874 -0.837 0.4414
H 1.072 -1.870 -1.296 0.2847
H 3.729 0.146 0.462 0.4420
H 2.606 1.322 1.143 0.3484
H 2.646 -0.333 1.780 0.3538
H -1.093 -2.188 -0.628 0.4295
H -1.094 -1.858 1.106 0.3088
H -2.534 -1.515 0.129 0.4938
```

No. 2
A gas-phase ion, C8H9BrN3S (charge +1) at a distorted geometry, computed with ωB97M-V with the def2-TZVPD basis set.

Properties
HOMO energy, Eh: -0.4302
Charge: +1
LUMO, Ha: -0.16677
Frontier orbital gap, eV: 7.169
Molar mass, g mol⁻¹: 259.15
Relative energy (zero: lowest compared OMol25 entry of this formula, charge and spin), eV: 4.939

Structure (XYZ):
```
22
Properties=species:S:1:pos:R:3:mulliken_charge:R:1
C -0.663 -1.713 -0.482 0.0630
C -1.335 0.019 1.048 -0.9074
C 1.103 -0.151 -1.181 0.0850
C 1.431 -2.412 -1.449 -0.3663
C 2.574 -1.934 -1.970 -0.0093
C -0.022 1.742 1.956 -0.3292
C -1.350 2.268 2.095 -0.4629
C -0.973 1.367 0.774 0.8348
N -1.512 -1.070 0.169 0.0995
N 0.633 -1.371 -0.904 0.0862
N -0.791 1.729 -0.551 -0.5811
S 2.525 -0.128 -2.002 -0.0272
Br 4.009 -2.838 -2.750 -0.0331
H -0.881 -2.772 -0.744 0.3148
H 1.279 -3.414 -1.198 0.3872
H 0.738 2.422 1.522 0.2847
H 0.393 0.873 2.519 0.2308
H -2.070 1.817 2.874 0.2406
H -1.752 3.224 1.784 0.2693
H -0.041 0.991 -1.029 0.2329
H -0.821 2.798 -0.819 0.2299
H -2.473 -1.449 0.337 0.3578
```

No. 3
A molecular structure, C32H49N2O5P2Sc at a distorted geometry, computed with ωB97M-V with the def2-TZVPD basis set.

Properties
HOMO energy, Eh: -0.2419
LUMO, Ha: -0.00159
Frontier orbital gap, eV: 6.540
Molar mass, g mol⁻¹: 648.66
Relative energy (zero: lowest compared OMol25 entry of this formula, charge and spin), eV: 0.000

Structure (XYZ):
```
91
Properties=species:S:1:pos:R:3:mulliken_charge:R:1
Sc -0.796 -1.174 0.527 -0.0238
O -0.851 -2.233 -1.368 0.0130
C -1.007 -3.691 -1.594 -0.5231
C -0.488 -4.458 -0.399 -1.2849
N -0.861 -3.793 0.862 0.4781
C -0.002 -4.110 1.982 -0.7709
C 0.860 -2.873 2.358 0.3311
O 1.832 -3.022 3.088 -0.7049
O 0.479 -1.711 1.891 0.0667
C -2.249 -4.214 1.176 -0.8299
C -3.051 -2.992 1.686 0.3239
O -4.059 -3.215 2.344 -0.6704
O -2.513 -1.800 1.423 -0.1450
H -0.756 -1.750 -2.200 0.1040
H -0.416 -3.984 -2.457 0.4131
H -2.054 -3.913 -1.822 0.4946
H 0.597 -4.521 -0.467 0.5477
H -0.911 -5.487 -0.458 0.3716
H 0.628 -4.975 1.729 0.3506
H -0.548 -4.326 2.904 0.4252
H -2.233 -5.008 1.933 0.3910
H -2.758 -4.626 0.275 0.4097
C -2.783 0.793 3.821 -1.3959
C -2.461 1.973 2.856 0.5647
C -1.194 2.710 3.340 -1.5018
P -2.316 1.189 1.149 1.4224
C -4.149 1.376 0.684 0.5435
C -4.288 0.769 -0.730 -1.4116
C -4.826 2.762 0.765 -1.7185
C -1.480 2.461 0.200 -0.6502
C -1.887 3.781 0.318 -0.4059
C -1.457 4.768 -0.579 0.4576
C -2.069 6.148 -0.414 -1.6477
C -0.488 4.432 -1.544 -1.1805
C -0.002 3.130 -1.591 -0.0604
C -0.451 2.111 -0.734 -1.0180
N 0.085 0.822 -0.723 0.9788
C 0.868 0.475 -1.804 -0.9923
C 0.390 0.583 -3.148 0.1363
C 1.149 0.160 -4.227 -1.0534
C 2.453 -0.357 -4.047 0.3640
C 3.182 -1.056 -5.170 -1.6215
C 2.958 -0.442 -2.749 -0.5201
C 2.167 -0.106 -1.596 -0.0299
P 2.523 -0.651 0.068 1.5341
C 3.727 -2.082 -0.127 0.5519
C 3.349 -3.070 -1.251 -1.6588
C 5.231 -1.738 -0.252 -1.7312
C 3.547 0.668 0.884 0.3686
C 3.579 0.266 2.352 -1.4901
C 3.028 2.100 0.758 -1.5217
H -2.884 1.204 4.831 0.4785
H -1.927 0.086 3.863 0.1986
H -3.654 0.210 3.542 0.3357
H -3.297 2.686 2.775 0.1635
H -0.317 2.076 3.263 0.2122
H -1.356 2.946 4.389 0.5371
H -1.038 3.677 2.851 0.2653
H -4.597 0.688 1.424 0.5012
H -3.830 1.372 -1.523 0.2707
H -5.337 0.655 -0.987 0.4867
H -3.851 -0.228 -0.792 0.1460
H -4.418 3.517 0.105 0.3399
H -4.887 3.130 1.767 0.4491
H -5.861 2.624 0.487 0.5055
H -2.572 4.102 1.091 0.6722
H -3.090 6.144 -0.798 0.2825
H -1.498 6.906 -0.950 0.3958
H -2.155 6.503 0.642 0.3356
H -0.140 5.175 -2.277 0.3458
H 0.770 2.848 -2.307 0.4043
H -0.622 1.010 -3.330 0.4676
H 0.760 0.242 -5.257 0.3398
H 3.851 -0.382 -5.735 0.2947
H 2.528 -1.538 -5.895 0.3905
H 3.800 -1.868 -4.763 0.3311
H 3.985 -0.814 -2.584 0.6667
H 3.549 -2.605 0.821 0.6086
H 2.294 -3.069 -1.457 0.0772
H 3.677 -4.078 -0.958 0.4490
H 3.890 -2.831 -2.159 0.5164
H 5.416 -0.940 -0.956 0.3101
H 5.784 -2.626 -0.585 0.4466
H 5.674 -1.413 0.708 0.3140
H 4.601 0.619 0.450 0.4094
H 2.575 -0.003 2.722 0.1410
H 3.982 1.090 2.944 0.4784
H 4.216 -0.605 2.513 0.3179
H 2.181 2.236 1.431 0.2343
H 2.742 2.384 -0.254 0.2515
H 3.827 2.769 1.025 0.5489
```

No. 4
2 unconnected molecules or ions with the total composition C4H17N11 at a distorted geometry, computed with ωB97M-V with the def2-TZVPD basis set.

Properties
HOMO energy (spin up / spin down), Eh: -0.5165 / -0.5351
Charge: +2
LUMO (spin up / spin down), Ha: -0.26171 / -0.26971
Frontier orbital gap (spin up / spin down), eV: 6.933 / 7.221
Molar mass, g mol⁻¹: 219.26
Relative energy (zero: lowest compared OMol25 entry of this formula, charge and spin), eV: 1.241

Structure (XYZ):
```
32
Properties=species:S:1:pos:R:3:mulliken_charge:R:1
C 1.412 -0.224 -1.249 0.5678
C -1.622 -1.548 1.250 0.5939
C 0.724 -1.078 -2.223 0.3422
C 1.316 1.778 0.164 0.3965
N -0.945 -1.197 0.192 0.2280
N -1.425 -1.632 -1.033 -0.8743
N 0.812 0.656 -0.451 -0.4213
N -0.563 -1.519 -2.046 0.1260
N 2.752 -0.359 -1.266 -0.5436
N -2.616 -2.370 1.024 -0.3184
N 1.395 -1.558 -3.304 -0.4256
N 0.634 2.231 1.278 -0.3313
N 2.396 2.435 -0.215 -0.4219
N -1.319 -1.082 2.420 -0.3698
N -1.974 2.285 1.988 -0.8602
H -0.499 -0.261 0.047 0.2405
H -1.007 -2.018 -2.852 0.3120
H 2.886 -1.245 -1.608 0.2712
H 3.321 -0.274 -0.504 0.2328
H -2.893 -2.625 0.180 0.1681
H -3.045 -2.841 1.902 0.2677
H 1.016 -2.331 -3.679 0.1602
H 2.107 -1.001 -3.761 0.2600
H 1.157 2.925 1.648 0.1595
H -0.457 2.100 1.564 0.4193
H 2.693 2.289 -1.172 0.2610
H 2.387 3.405 0.083 0.2765
H -0.407 -0.534 2.551 0.2484
H -1.617 -1.609 3.242 0.2557
H -2.255 2.372 1.006 0.2900
H -1.772 3.212 2.432 0.2746
H -2.591 1.618 2.393 0.2143
```

No. 5
A molecular structure, C43H62BN5O5PPtS at a distorted geometry, computed with ωB97M-V with the def2-TZVPD basis set.

Properties
HOMO energy (spin up / spin down), Eh: -0.1545 / -0.1544
Charge: -1
LUMO (spin up / spin down), Ha: 0.08838 / 0.08838
Frontier orbital gap (spin up / spin down), eV: 6.609 / 6.607
Molar mass, g mol⁻¹: 997.93
Relative energy (zero: lowest compared OMol25 entry of this formula, charge and spin), eV: 0.217

Structure (XYZ):
```
119
Properties=species:S:1:pos:R:3:mulliken_charge:R:1
Pt -0.456 0.144 0.604 3.1865
B -3.862 -1.031 0.653 0.2827
N -2.573 -1.927 0.647 -0.0635
C -2.666 -3.256 0.754 -0.5095
C -1.457 -3.830 0.398 -1.6613
C -0.645 -2.745 0.090 -0.3474
N -1.330 -1.610 0.235 1.2673
N -3.590 0.508 0.627 -0.2132
C -4.578 1.417 0.595 -0.2750
C -4.023 2.683 0.634 -1.3244
C -2.648 2.449 0.672 -0.5888
N -2.410 1.140 0.674 -0.1108
H -4.513 -1.286 -0.344 -0.1761
H -4.471 -1.321 1.657 -0.2551
H -3.604 -3.704 1.044 0.4690
H -1.199 -4.875 0.380 0.5123
H 0.385 -2.711 -0.221 0.4413
H -5.607 1.094 0.564 0.4309
H -4.538 3.630 0.632 0.4433
H -1.816 3.135 0.708 0.7585
C 3.882 -0.737 0.054 -1.6680
C 2.800 -1.576 0.731 3.5995
C 3.001 -3.061 0.416 -1.7384
C 2.752 -1.316 2.222 -0.8455
C 3.892 -1.530 2.985 -0.1581
C 3.926 -1.243 4.341 -1.2654
C 2.799 -0.680 4.922 -0.6137
C 1.630 -0.446 4.206 0.1462
C 0.517 0.283 4.953 0.6645
C 0.904 1.761 5.104 -1.2512
C -0.907 0.205 4.400 -1.4282
C 1.560 -0.853 2.847 0.4789
O 0.384 -0.861 2.246 -0.8364
H 3.850 -0.857 -1.034 0.3430
H 4.878 -1.035 0.398 0.4630
H 3.754 0.322 0.268 0.2629
H 1.840 -1.267 0.320 -2.0496
H 4.010 -3.382 0.694 0.4191
H 2.880 -3.254 -0.657 0.2772
H 2.290 -3.683 0.964 0.4298
H 4.781 -1.926 2.501 0.3245
H 4.813 -1.444 4.930 0.3629
H 2.819 -0.412 5.976 0.4032
H 0.490 -0.157 5.958 0.4499
H 0.934 2.233 4.117 0.0378
H 1.889 1.877 5.560 0.4120
H 0.171 2.296 5.717 0.4295
H -0.986 0.692 3.429 -0.0445
H -1.581 0.714 5.097 0.4552
H -1.246 -0.823 4.272 0.3565
O -0.782 0.143 -2.076 -0.1998
P -1.032 0.087 -3.545 -0.2022
C 0.608 -0.267 -4.262 3.0682
C 1.332 -1.342 -3.414 0.8112
C 2.473 -1.993 -4.202 -1.0624
C 3.186 -0.950 -5.057 -0.4686
C 2.250 -0.389 -6.145 -1.0643
C 0.769 -0.524 -5.757 -1.3937
C -2.388 -1.118 -3.843 0.5811
C -3.121 -1.164 -5.193 -1.4284
C -2.509 -2.122 -6.212 -0.5655
C -2.307 -3.514 -5.620 -1.2103
C -1.443 -3.438 -4.367 0.1278
C -2.075 -2.527 -3.319 0.1677
C -1.596 1.617 -4.392 0.0561
C -3.019 2.055 -4.000 -2.1916
C -3.075 2.616 -2.584 0.8777
C -2.124 3.798 -2.438 -1.8450
C -0.701 3.378 -2.789 1.6374
C -0.632 2.802 -4.201 -2.2570
H 1.110 0.683 -4.037 -1.1231
H 0.639 -2.105 -3.053 -0.6045
H 1.728 -0.852 -2.520 -0.8056
H 2.089 -2.794 -4.845 0.3485
H 3.171 -2.464 -3.507 0.5425
H 4.082 -1.372 -5.517 0.5768
H 3.523 -0.140 -4.402 0.0042
H 2.421 -0.903 -7.095 0.4955
H 2.480 0.666 -6.314 0.3446
H 0.416 -1.531 -5.997 0.5029
H 0.170 0.169 -6.354 0.2225
H -3.081 -0.690 -3.105 0.4493
H -3.211 -0.169 -5.632 0.3344
H -4.146 -1.497 -4.985 0.5799
H -1.547 -1.732 -6.557 0.1312
H -3.158 -2.171 -7.091 0.4441
H -1.860 -4.183 -6.360 0.4689
H -3.284 -3.936 -5.356 0.4032
H -0.449 -3.066 -4.640 -0.3570
H -1.296 -4.433 -3.939 0.4977
H -1.455 -2.458 -2.427 -1.2025
H -3.020 -2.976 -2.990 0.8891
H -1.603 1.343 -5.455 0.9773
H -3.735 1.240 -4.106 0.5438
H -3.327 2.835 -4.709 0.5129
H -2.785 1.831 -1.878 -0.7259
H -4.100 2.906 -2.341 0.6444
H -2.164 4.201 -1.423 0.4776
H -2.444 4.603 -3.114 0.5254
H -0.367 2.612 -2.086 -1.0499
H -0.011 4.221 -2.706 0.5601
H 0.395 2.527 -4.438 0.4907
H -0.923 3.578 -4.922 0.4846
O 0.442 1.973 0.899 -1.2406
C 1.303 2.315 0.027 -0.0243
N 1.832 1.531 -0.886 -0.1194
S 2.866 2.348 -1.839 1.4112
O 4.235 2.013 -1.558 -0.7193
O 2.440 2.274 -3.215 -0.7606
C 2.534 3.957 -1.148 0.3044
C 3.016 5.204 -1.485 -0.7545
C 2.614 6.276 -0.694 -0.6202
C 1.766 6.087 0.394 -0.7788
C 1.292 4.821 0.720 -0.4780
C 1.696 3.759 -0.068 0.1841
H 3.673 5.343 -2.334 0.4958
H 2.969 7.273 -0.926 0.4118
H 1.472 6.940 0.992 0.4143
H 0.629 4.655 1.559 0.5687
```

Question: What is the formula in the fourth record?
Answer: C4H17N11